Density functional theory data (wB97M-V/def2-TZVPD) for the molecule C5H10O in a non-equilibrium geometry.

The net charge is 0. Its SMILES is C/C=C(\C)OC. The lowest unoccupied orbital energy comes out at 1.00 eV. The value obtained for the HOMO-LUMO gap is 9.13 eV. The HOMO energy is -8.13 eV.

Positions of all 16 atoms, in Å:
C: -2.2218 -0.6650 0.0894
C: -0.0036 0.3345 -0.0222
C: 0.6929 1.6441 0.0395
C: 0.6445 -0.8226 -0.2207
C: 2.1181 -0.8878 0.0489
H: -2.0447 -1.3993 -0.7687
H: -3.2298 -0.3625 0.1805
H: -1.9639 -1.1314 1.0840
H: 0.0015 2.4294 -0.3647
H: 1.6717 1.5350 -0.6552
H: 1.0803 1.8174 1.1624
H: -0.0704 -1.6664 -0.2218
H: 2.2942 -0.4596 1.0732
H: 2.7707 -0.3698 -0.7145
H: 2.5634 -1.9264 0.3206
O: -1.3068 0.4893 -0.0881

Forces on the atoms, in the same order (eV/Å):
3.3 -0.9 0.0
1.7 -0.6 -1.2
2.6 0.4 0.4
-1.2 -0.4 1.1
1.6 -1.3 1.4
-0.5 0.9 1.2
-0.8 0.9 -0.4
-0.1 0.1 -1.1
0.9 -0.5 0.7
-2.2 0.7 1.7
-0.9 0.1 -2.5
1.3 0.0 -0.2
0.1 0.4 -1.0
-0.6 -0.6 0.9
-1.0 1.3 -1.3
-3.9 -0.4 0.4

Need the Mulliken charges? In units of e they are: C -0.7901; C 0.6644; C -0.9334; C -0.1295; C -1.1275; H 0.2873; H 0.2492; H 0.3384; H 0.3485; H 0.1922; H 0.2033; H 0.2599; H 0.2703; H 0.2778; H 0.3004; O -0.4113